[1]
DFT (ωB97M-V/def2-TZVPD) results for 2 unconnected molecules or ions with the total composition CH2F2S in a non-equilibrium geometry.

Calculated values
HOMO: -0.32479 Ha
Kohn-Sham gap: 7.05 eV
E_tot: -17335.5565 eV

Geometry as XYZ:
```
6
Properties=species:S:1:pos:R:3:lowdin_charge:R:1
H -0.28 -0.14 -0.83 0.0283
F -1.66 0.14 0.64 0.0164
F 1.81 1.27 -0.88 -0.6482
S 1.62 0.84 0.72 0.5412
H -0.77 -1.55 0.31 0.0498
C -0.73 -0.57 0.04 0.0125
```


[2]
DFT (ωB97M-V/def2-TZVPD) results for a molecular structure, C50H42BrClN4O5PSiV in a non-equilibrium geometry.

Calculated values
Spin multiplicity: 4
HOMO (spin up / spin down): -0.10479 / -0.16570 Ha
Kohn-Sham gap (spin up / spin down): 4.48 / 6.14 eV
Total charge: -1
E_tot: -194152.3699 eV

Geometry as XYZ:
```
106
Properties=species:S:1:pos:R:3:lowdin_charge:R:1
C -4.98 -2.99 -0.63 -0.0784
H -3.91 4.61 -4.05 0.0991
C -1.08 1.02 3.04 -0.6064
H 1.28 1.34 4.41 0.0749
H 1.84 3.08 6.09 0.1188
C -1.61 2.26 -3.27 -0.1107
P -1.56 -0.15 -1.96 1.1562
H 0.87 6.00 -1.63 0.0986
Br 6.56 -1.23 -3.15 0.6623
H -2.63 2.97 4.00 0.1148
H -4.44 0.91 -1.97 0.0996
N 1.62 -0.75 0.92 -0.1564
C 0.41 5.12 -1.22 -0.0999
H -1.48 4.14 -4.27 0.1072
C -2.75 4.05 0.45 -0.0033
H 5.12 -0.13 2.21 0.0279
H -1.51 -0.85 -6.93 0.0988
C -0.72 -2.54 -5.86 -0.0913
H 4.55 -4.24 1.50 0.0964
C -3.32 2.85 0.80 -0.0468
C -1.46 4.05 -0.12 -0.1555
N -1.38 1.63 0.12 -0.0329
H -0.50 -2.75 -2.49 0.1015
C -3.97 -2.67 0.26 -0.0890
H 4.86 0.89 -2.00 0.1062
H -0.55 2.05 -3.37 0.1200
C -1.65 3.01 4.45 -0.0008
O 1.36 5.04 7.41 0.0631
C 3.92 -2.26 -2.83 -0.1377
O -0.18 0.73 2.19 -0.1595
H -1.95 0.46 -4.92 0.0925
H 2.04 3.87 -1.82 0.0902
C -0.79 2.80 -0.23 -0.1573
H 4.35 -3.17 -3.25 0.0917
C 2.87 0.09 -1.74 -0.1545
H 1.67 -0.82 4.01 0.0290
H 1.31 2.43 1.95 0.0114
C -0.83 5.21 -0.62 -0.0702
H -5.36 3.01 -2.85 0.1009
H 4.00 -1.90 1.51 0.0535
C -1.52 -0.52 -4.81 -0.0789
C -2.96 -1.81 -0.13 -0.5673
C 1.40 -4.45 0.35 -0.1129
C -4.98 -2.46 -1.91 -0.0743
C -2.94 -1.24 -1.41 -0.3286
C -0.45 -3.07 -4.60 -0.0733
C 1.08 -3.11 0.36 -0.0848
H -5.77 -3.67 -0.33 0.1045
C 0.52 2.73 -0.77 -0.2452
Si 2.64 0.26 1.93 0.4982
H 2.99 2.19 -1.35 0.1099
C 3.23 -2.60 1.21 -0.0686
C -0.70 2.06 4.09 -0.0891
C -1.24 -1.04 -3.55 -0.3007
H -3.28 4.98 0.59 0.1144
Cl -1.72 -1.44 1.01 0.9340
C 0.87 3.05 5.62 0.0194
C 1.08 3.90 -1.31 -0.0332
C 1.95 -2.10 0.84 -0.3275
C -0.71 -2.33 -3.46 -0.0901
V 0.03 0.07 0.01 0.6852
C 4.49 0.28 1.41 -0.1761
H 0.13 -2.83 -0.05 0.0393
C 4.22 0.02 -2.13 -0.1104
C -2.14 3.43 -3.78 -0.0711
C -2.62 1.67 0.60 -0.1544
C 3.56 -3.94 1.19 -0.1020
H 2.78 2.54 2.90 0.0363
O 0.77 -1.02 -1.55 -0.3162
C -4.31 2.79 -2.99 -0.0815
H -2.05 4.76 5.66 0.1134
H 2.89 -5.95 0.78 0.0834
H 3.21 -1.52 3.58 0.0168
H -3.96 -3.09 1.26 0.1101
C 2.64 -4.90 0.78 -0.1324
H -0.02 -4.06 -4.52 0.1050
C 0.55 2.09 4.69 -0.0075
C 2.35 2.14 1.97 -0.1649
H 4.83 1.31 1.23 0.0221
C 2.67 -0.58 3.65 -0.1702
C -3.49 3.70 -3.64 -0.0865
H 1.97 -3.09 -2.56 0.1067
N 0.25 5.04 6.92 -0.3626
C -1.34 4.00 5.37 0.0059
C -0.08 4.02 5.95 -0.1587
H 3.18 0.03 4.40 0.0264
C -3.79 1.61 -2.48 -0.0847
H -3.09 0.73 0.84 0.0855
C -1.27 -1.27 -5.95 -0.0868
H 0.67 -5.16 -0.02 0.0938
N 1.08 1.48 -0.82 -0.0561
O -0.60 5.86 7.20 0.0576
H -1.34 6.17 -0.55 0.0983
H -0.51 -3.11 -6.75 0.0980
H 2.87 2.61 1.14 0.0210
H 4.69 -0.29 0.51 0.0110
C -3.97 -1.60 -2.29 -0.0899
H -4.32 2.81 1.22 0.1113
O -2.24 0.60 3.09 -0.0167
C -2.44 1.32 -2.63 -0.3419
C 2.60 -2.21 -2.46 -0.0082
C 4.72 -1.14 -2.66 -0.7045
C 2.33 1.32 -1.27 -0.0967
H -5.76 -2.71 -2.62 0.1033
C 2.03 -1.06 -1.89 -0.3330
H -3.96 -1.18 -3.29 0.1128
```


[3]
DFT (ωB97M-V/def2-TZVPD) results for C4H7NS2 in the gas phase in a non-equilibrium geometry.

Calculated values
HOMO (spin up / spin down): -0.28310 / -0.29274 Ha
Kohn-Sham gap (spin up / spin down): 6.59 / 6.79 eV
E_tot: -27418.9869 eV
SMILES: CCS/C=C\N=S

Geometry as XYZ:
```
14
Properties=species:S:1:pos:R:3:lowdin_charge:R:1
C -2.32 -1.07 0.53 -0.3853
C 1.38 0.27 -0.95 -0.5013
H 2.37 2.05 -0.58 0.0802
C -1.23 -0.73 -0.37 -0.3791
H -1.47 -0.20 -1.17 0.0051
S -1.11 -1.99 2.61 0.5946
S 0.43 -1.08 0.00 0.8616
H -3.32 -0.87 0.18 0.0977
N -2.29 -1.25 1.82 -0.5135
H 0.66 0.63 -1.77 0.0922
H 2.41 -0.09 -1.36 0.1089
C 1.65 1.42 -0.04 -0.2081
H 2.18 1.04 0.80 0.0513
H 0.67 1.87 0.28 0.0958
```


[4]
DFT (ωB97M-V/def2-TZVPD) results for 9 unconnected molecules or ions with the total composition C27H78N12O9 in a non-equilibrium geometry.

Calculated values
HOMO: -0.31287 Ha
Kohn-Sham gap: 8.70 eV
E_tot: -65571.5507 eV
SMILES: COC[C@H](C)N.COC[C@H](C)N.COC[C@H](C)N.COC[C@H](C)N.COC[C@H](C)N.COC[C@H](C)N.NC(N)=O.NC(N)=O.NC(N)=O

Geometry as XYZ:
```
126
Properties=species:S:1:pos:R:3:lowdin_charge:R:1
H -3.04 -2.80 3.30 0.0996
N -5.03 -4.76 1.19 0.0450
H -3.72 0.36 3.28 0.1179
H 5.38 -2.47 0.20 0.0895
H -5.01 3.03 3.66 0.0765
C 0.44 4.62 1.29 -0.6649
H -4.45 -3.69 -3.68 0.0880
H 3.44 1.21 -1.44 0.0739
C -2.56 -2.56 2.35 -0.0889
H -1.62 1.16 -1.14 0.0677
H -1.23 1.23 3.49 0.0645
C -1.00 0.41 -1.63 -0.0421
C -5.79 -4.00 0.20 -0.4092
C 0.96 1.17 -0.21 -0.1851
H -2.46 2.35 -5.32 0.0944
O 1.53 2.11 -1.13 -0.2258
H -3.02 -4.68 -3.32 0.0815
H -2.91 2.79 3.30 0.1280
H -0.76 3.06 -3.92 0.0785
H -0.59 -1.19 6.38 0.0847
C -1.27 -3.73 0.69 -0.2020
H 2.39 -2.40 3.31 0.0869
H -2.35 2.93 -6.99 0.1064
C 0.11 -5.10 -0.93 -0.0733
N -1.45 1.40 2.51 0.0722
H -2.27 -5.88 -1.07 0.0584
H 0.32 -1.15 0.91 0.0302
C -3.70 -3.93 -2.92 -0.1105
H 0.83 3.59 -0.48 0.0661
H 7.05 1.83 -6.07 0.0674
H -6.65 -4.56 -0.17 0.1384
H 7.70 3.09 -1.48 0.0961
N -2.06 2.93 -6.03 0.1474
H 0.71 5.30 -0.55 0.0946
N 3.38 0.04 3.91 0.0382
H 1.50 -1.24 5.38 0.1293
H 2.89 2.45 -2.56 0.0906
C 6.61 2.46 -3.69 -0.2132
C -6.34 -2.78 0.94 -0.0736
O 4.38 0.39 1.19 0.0180
C 4.96 -0.49 0.56 -0.6321
C -5.68 2.21 3.40 -0.1041
C -2.85 3.01 1.26 -0.0356
H 1.46 0.43 5.56 0.1256
N 0.32 5.92 1.69 0.1515
H -0.81 0.42 6.52 0.0895
H -4.74 -5.65 0.77 0.0598
N -0.77 3.92 -4.42 0.1491
O -4.48 -4.51 -1.87 -0.1905
O 6.06 2.23 -2.41 -0.2165
C -3.83 1.00 2.40 -0.2052
H -2.96 2.42 0.34 0.0707
C 5.60 2.30 -4.81 -0.4116
H -3.15 -3.03 -2.66 0.0771
H -3.79 3.55 1.34 0.0779
C 1.17 -0.35 4.84 -0.2139
H -0.35 -4.61 -1.79 0.0746
N 5.68 -0.21 -0.56 0.1647
H 7.37 1.66 -3.78 0.1310
H -1.03 -0.26 0.96 0.0516
H -2.03 -0.61 5.60 0.0854
H -6.94 -3.08 1.80 0.0765
H 3.44 0.99 4.24 0.0761
H 0.33 6.22 2.65 0.1014
C -2.75 2.08 2.48 -0.4211
H 3.76 1.09 -4.88 0.0722
H -3.69 0.31 1.57 0.1091
H 1.67 0.85 0.57 0.1159
H -0.40 -3.16 1.04 0.0947
H -0.80 2.16 2.30 0.0339
C 6.67 2.80 -1.29 -0.1005
H 1.11 -4.70 -0.72 0.0739
H -3.16 -1.88 1.73 0.0657
H 4.49 -2.22 1.65 0.0896
N -1.94 -6.00 -0.12 0.0633
H -4.08 -2.99 -0.60 0.1083
H -0.30 -5.62 1.08 0.1365
H -2.71 -5.82 0.51 0.0370
O -2.26 -3.77 1.70 -0.2167
O -1.19 5.02 -6.35 0.0120
H 2.31 -1.49 1.78 0.0532
H -6.65 2.56 3.07 0.0903
O 0.53 3.71 2.12 -0.0027
N -0.42 -0.77 0.32 0.0509
N 4.95 -1.84 0.85 0.1675
H 3.85 0.01 3.00 0.0209
H 5.93 -0.95 -1.18 0.0986
H 5.04 0.19 -5.39 0.0742
H 0.41 -6.13 -1.15 0.0797
C -4.96 -3.50 -1.00 -0.2151
C 4.82 0.98 -4.67 -0.0599
H -1.63 -3.23 -0.22 0.1107
C 2.56 1.59 -1.96 -0.0766
H -0.67 0.70 -2.63 0.0608
O -5.16 1.49 2.29 -0.1942
H -1.99 3.66 1.12 0.0554
C 0.22 -0.03 -0.77 -0.3976
H -7.13 -2.36 0.30 0.0755
N 6.25 2.45 -6.13 0.0320
H -5.76 1.57 4.29 0.0880
C 1.99 -0.23 3.56 -0.4196
H 0.88 -0.72 -1.29 0.1366
C -1.37 4.03 -5.65 -0.6906
H -5.49 -2.69 -1.54 0.1254
C -0.83 -5.14 0.25 -0.4301
H 4.90 0.48 -3.70 0.0601
H 0.37 6.64 1.00 0.0870
H 1.67 0.61 2.94 0.1320
H 4.95 3.17 -4.70 0.1333
H 2.10 0.89 -2.65 0.0877
H 5.68 0.77 -0.79 0.0437
H 0.86 -1.90 2.79 0.0577
H -0.16 4.68 -4.19 0.0996
C -0.99 -0.36 5.77 -0.1130
C 1.91 -1.56 2.79 -0.0589
H -4.08 -4.41 1.40 0.0436
H 6.75 2.13 -0.43 0.0725
H -1.63 -2.00 2.53 0.0697
H -5.61 -2.01 1.17 0.0655
H -1.64 -0.45 -1.82 0.0640
O -0.22 -0.31 4.60 -0.2137
H 0.23 1.72 0.39 0.0948
H 5.68 2.01 -6.85 0.0673
N 0.48 4.45 -0.06 0.1773
H 7.22 3.37 -3.77 0.1311
H 6.08 3.62 -0.88 0.0974
```


[5]
DFT (ωB97M-V/def2-TZVPD) results for a molecular structure, BrH4N2O2P2 in a non-equilibrium geometry.

Calculated values
HOMO: -0.14234 Ha
Kohn-Sham gap: 7.60 eV
Total charge: -1
E_tot: -95764.7078 eV

Geometry as XYZ:
```
11
Properties=species:S:1:pos:R:3:lowdin_charge:R:1
N -0.18 0.56 -0.91 -0.5864
H 1.57 -1.54 1.25 -0.0127
O 2.26 1.08 -0.44 -0.3922
Br -2.34 -1.74 -0.67 -0.0620
P -1.75 0.55 -0.63 0.2648
H -2.26 1.70 1.13 0.0044
P 0.91 0.47 0.34 0.5173
N 1.27 -1.22 0.34 -0.2076
H 0.52 -1.80 -0.03 -0.0441
H 2.01 1.16 -1.37 0.0020
O -2.02 0.78 1.00 -0.4834
```


Q: What is the formula in the third record?
A: C4H7NS2


Q: Which of these has the highest E_tot?
A: CH2F2S


What did the fifth record say?
DFT (ωB97M-V/def2-TZVPD) results for a molecular structure, BrH4N2O2P2 in a non-equilibrium geometry.

Calculated values
HOMO: -0.14234 Ha
Kohn-Sham gap: 7.60 eV
Total charge: -1
E_tot: -95764.7078 eV

Geometry as XYZ:
```
11
Properties=species:S:1:pos:R:3:lowdin_charge:R:1
N -0.18 0.56 -0.91 -0.5864
H 1.57 -1.54 1.25 -0.0127
O 2.26 1.08 -0.44 -0.3922
Br -2.34 -1.74 -0.67 -0.0620
P -1.75 0.55 -0.63 0.2648
H -2.26 1.70 1.13 0.0044
P 0.91 0.47 0.34 0.5173
N 1.27 -1.22 0.34 -0.2076
H 0.52 -1.80 -0.03 -0.0441
H 2.01 1.16 -1.37 0.0020
O -2.02 0.78 1.00 -0.4834
```


Q: Look up the E_tot of the third one.
A: -27418.9869 eV